C17H25BF5N2O19Tl | the ωB97M-V functional and the def2-TZVPD basis

Summary:
Net charge ... +2
Calculated total energy ... -2897.47710 a.u.
E_HOMO ... -15.63 eV
Frontier orbital gap ... 2.1 eV

Positions of all 70 atoms, in Å:
Tl (-4.726, 35.233, 2.531)
B (-4.681, 33.201, 0.348)
H (-3.827, 33.982, 0.516)
H (-5.714, 33.764, 0.268)
H (-4.418, 32.637, -0.628)
H (-4.733, 32.465, 1.244)
C (1.002, 34.064, 0.689)
C (1.242, 35.361, -0.105)
O (0.031, 36.058, 0.021)
C (-0.925, 35.215, 0.437)
O (-2.074, 35.517, 0.567)
O (-0.410, 33.968, 0.625)
F (1.479, 34.967, -1.393)
H (1.401, 34.134, 1.703)
H (1.509, 33.234, 0.204)
H (2.127, 35.892, 0.231)
C (-9.049, 35.475, -2.286)
C (-9.943, 36.283, -1.380)
O (-9.171, 36.369, -0.226)
C (-8.179, 35.452, -0.237)
O (-7.480, 35.231, 0.713)
O (-8.208, 34.772, -1.396)
F (-11.120, 35.668, -1.094)
H (-8.435, 36.142, -2.897)
H (-9.582, 34.798, -2.952)
H (-10.161, 37.254, -1.829)
C (-8.841, 31.460, 5.093)
C (-9.752, 31.451, 3.849)
O (-8.955, 32.130, 2.896)
C (-7.708, 32.248, 3.344)
O (-6.861, 32.962, 2.853)
O (-7.566, 31.630, 4.502)
F (-10.869, 32.184, 4.048)
H (-8.989, 30.552, 5.672)
H (-9.120, 32.304, 5.727)
H (-10.047, 30.456, 3.514)
C (-1.064, 31.960, -1.999)
C (-1.228, 32.578, -3.386)
O (0.028, 32.286, -3.934)
C (0.950, 32.096, -2.921)
O (2.107, 32.122, -3.153)
O (0.307, 32.056, -1.752)
F (-1.499, 33.908, -3.336)
H (-1.467, 30.946, -1.924)
H (-1.721, 32.492, -1.304)
H (-1.955, 32.015, -3.969)
C (-4.427, 29.465, 0.379)
C (-5.527, 29.306, 1.403)
O (-6.189, 28.106, 1.060)
C (-5.513, 27.516, 0.065)
O (-5.819, 26.509, -0.488)
O (-4.396, 28.204, -0.258)
F (-6.413, 30.330, 1.338)
H (-3.448, 29.825, 0.696)
H (-4.803, 30.202, -0.347)
H (-5.119, 29.197, 2.412)
C (-3.495, 35.710, -2.186)
N (-4.620, 36.507, -1.529)
O (-5.204, 37.265, -2.264)
O (-4.805, 36.419, -0.329)
H (-3.223, 34.959, -1.451)
H (-2.676, 36.381, -2.425)
H (-3.871, 35.232, -3.085)
C (-5.894, 32.635, -3.516)
N (-7.325, 32.805, -3.741)
O (-7.643, 33.756, -4.424)
O (-8.125, 31.972, -3.353)
H (-5.546, 31.949, -4.290)
H (-5.603, 32.138, -2.588)
H (-5.419, 33.607, -3.575)

=====

C17H25BrN2 | the ωB97M-V functional and the def2-TZVPD basis

Summary:
SMILES ... C[C@]12C[N@@H+]3C[C@](C)(C1)C[N@@+](Cc1cccc(Br)c1)(C3)C2
Net charge ... +2
Calculated total energy ... -3345.64571 a.u.
E_HOMO ... -14.57 eV
Frontier orbital gap ... 8.5 eV

Positions of all 45 atoms, in Å:
Br (0.906, 0.068, -6.835)
C (-1.258, -2.485, -4.248)
C (-0.684, -1.881, -5.372)
C (-0.852, -2.029, -2.997)
C (0.439, -0.198, -4.042)
C (0.152, -0.806, -5.263)
C (0.064, -0.892, -2.844)
C (-1.479, -1.674, 2.572)
C (0.331, 3.112, 1.882)
C (-0.712, 0.757, 2.289)
C (-2.716, 0.129, 1.023)
C (-1.751, 2.345, 0.601)
C (0.710, -0.323, -1.621)
C (-0.569, -0.923, 0.322)
C (0.436, 1.252, 0.122)
C (-1.641, 0.654, -1.254)
C (-1.360, -0.441, 1.540)
C (-0.402, 1.861, 1.239)
N (-2.483, 1.152, -0.027)
N (-0.334, 0.196, -0.606)
H (-2.003, -3.279, -4.209)
H (-1.018, -2.198, -6.394)
H (-1.099, -2.634, -2.115)
H (0.963, 0.765, -4.113)
H (-2.058, -2.405, 2.129)
H (-0.488, -2.032, 2.978)
H (-2.068, -1.460, 3.470)
H (0.573, 3.873, 1.167)
H (-0.348, 3.537, 2.583)
H (1.291, 2.880, 2.395)
H (0.203, 0.365, 2.806)
H (-1.448, 1.143, 2.978)
H (-3.428, -0.706, 0.667)
H (-3.220, 0.516, 1.921)
H (-2.410, 2.769, 1.410)
H (-1.376, 3.108, -0.072)
H (1.510, 0.469, -1.940)
H (1.298, -1.151, -1.159)
H (0.343, -1.428, 0.558)
H (-1.002, -1.652, -0.242)
H (1.381, 0.937, 0.522)
H (0.798, 1.980, -0.550)
H (-2.165, -0.294, -1.685)
H (-1.518, 1.353, -2.006)
H (-3.395, 1.505, -0.357)

=====

C17H25BrN2O3S | the ωB97M-V functional and the def2-TZVPD basis

Summary:
SMILES ... CC1CCN(CCNC(=O)CCS(=O)(=O)c2ccc(Br)cc2)CC1
Calculated total energy ... -3970.24475 a.u.
E_HOMO ... -9.03 eV
Frontier orbital gap ... 9.2 eV

Positions of all 49 atoms, in Å:
C (-1.729, -4.505, -1.005)
H (-1.945, -4.709, -2.051)
C (-0.256, -4.151, -0.823)
C (0.075, -3.873, 0.642)
C (1.540, -3.479, 0.793)
N (1.829, -2.275, 0.029)
C (1.575, -2.516, -1.388)
C (0.125, -2.919, -1.641)
H (-0.001, -3.120, -2.707)
H (-0.537, -2.093, -1.378)
H (1.802, -1.594, -1.928)
H (2.240, -3.312, -1.770)
C (3.205, -1.827, 0.213)
H (3.402, -1.064, -0.543)
C (3.451, -1.184, 1.579)
N (2.633, -0.004, 1.752)
C (3.119, 1.230, 1.506)
O (4.296, 1.478, 1.372)
C (2.068, 2.345, 1.501)
C (2.164, 3.107, 0.195)
H (3.198, 3.358, -0.030)
H (1.546, 4.001, 0.173)
S (1.584, 2.063, -1.183)
O (1.480, 2.888, -2.355)
O (2.376, 0.866, -1.266)
C (-0.084, 1.592, -0.686)
C (-1.100, 2.518, -0.838)
C (-2.388, 2.192, -0.449)
C (-2.626, 0.937, 0.093)
C (-1.610, 0.005, 0.238)
C (-0.325, 0.336, -0.160)
H (0.483, -0.380, -0.092)
H (-1.825, -0.968, 0.654)
Br (-4.388, 0.480, 0.640)
H (-3.196, 2.897, -0.565)
H (-0.877, 3.475, -1.282)
H (1.061, 1.950, 1.646)
H (2.302, 3.019, 2.329)
H (1.640, -0.167, 1.695)
H (3.246, -1.877, 2.400)
H (4.492, -0.862, 1.636)
H (3.920, -2.656, 0.074)
H (1.754, -3.288, 1.847)
H (2.180, -4.319, 0.464)
H (-0.126, -4.756, 1.251)
H (-0.553, -3.058, 1.008)
H (0.352, -4.998, -1.160)
H (-2.364, -3.684, -0.679)
H (-1.985, -5.388, -0.422)

=====

C17H25CoN3O3P | the ωB97M-V functional and the def2-TZVPD basis

Summary:
Net charge ... +2
Calculated total energy ... -2776.22433 a.u.
2S+1 ... 5
E_HOMO (alpha / beta) ... -10.39 / -14.74 eV
Frontier orbital gap (alpha / beta) ... 4.4 / 7.5 eV

Positions of all 50 atoms, in Å:
C (-1.983, 2.332, -1.604)
C (-1.217, 1.376, -2.470)
N (-0.983, 0.151, -1.932)
C (-0.427, -0.829, -2.686)
C (0.110, -0.517, -3.935)
C (-0.046, 0.761, -4.466)
C (-0.783, 1.704, -3.745)
C (-0.666, -2.269, -2.297)
P (-0.685, -2.988, -0.649)
H (-1.013, 2.700, -4.131)
H (0.585, -1.314, -4.507)
H (0.376, 1.013, -5.438)
C (-0.217, 2.834, -0.010)
C (-2.516, 2.690, 0.770)
H (-0.120, -2.934, -2.977)
H (-3.060, 2.111, -1.638)
H (-1.818, 3.368, -1.933)
C (0.617, -2.598, 0.476)
C (-1.203, -4.686, -0.656)
H (0.253, -2.560, 1.515)
H (1.379, -3.391, 0.412)
H (1.111, -1.640, 0.253)
H (-1.735, -4.933, 0.275)
H (-1.876, -4.899, -1.501)
H (-0.321, -5.331, -0.739)
H (-2.641, 3.779, 0.648)
H (-3.470, 2.181, 0.581)
H (-2.185, 2.464, 1.790)
H (-0.332, 3.912, -0.210)
H (0.130, 2.678, 1.015)
H (0.517, 2.414, -0.705)
C (-0.702, 0.171, 1.667)
O (-0.626, 0.179, 2.829)
Co (-1.417, 0.062, 0.005)
O (-2.032, -2.185, -0.152)
H (-1.822, -2.406, -2.340)
H (-2.865, -2.421, -0.602)
N (-1.522, 2.160, -0.189)
O (1.373, 0.426, 1.120)
N (2.140, 0.502, 2.207)
C (2.007, 1.552, 3.073)
C (2.809, 1.620, 4.199)
C (3.757, 0.623, 4.445)
C (3.905, -0.412, 3.518)
C (3.100, -0.451, 2.394)
H (1.258, 2.301, 2.830)
H (2.659, 2.453, 4.885)
H (4.381, 0.662, 5.334)
H (4.639, -1.205, 3.650)
H (3.177, -1.212, 1.620)

=====

C17H25CuN4O9P2 | the ωB97M-V functional and the def2-TZVPD basis

Summary:
Net charge ... +1
Calculated total energy ... -3881.57744 a.u.
2S+1 ... 2
E_HOMO (alpha / beta) ... -10.88 / -11.43 eV
Frontier orbital gap (alpha / beta) ... 4.7 / 5.3 eV

Positions of all 58 atoms, in Å:
Cu (0.272, -0.030, -0.248)
P (-1.387, 0.988, -1.205)
C (-1.403, 2.750, -1.517)
C (-0.388, 3.466, -0.832)
N (0.515, 2.677, -0.163)
C (1.332, 3.191, 0.741)
C (1.376, 4.573, 0.980)
C (0.598, 5.424, 0.187)
C (-0.255, 4.885, -0.774)
C (2.147, 2.167, 1.521)
P (2.208, 0.604, 0.538)
H (-0.834, 5.482, -1.474)
H (2.006, 4.935, 1.788)
H (0.684, 6.505, 0.295)
H (3.157, 2.553, 1.693)
H (1.680, 1.917, 2.494)
H (1.326, 2.818, -5.708)
H (-2.104, 3.269, -2.168)
H (2.550, -1.370, -2.550)
O (1.359, 2.120, -5.023)
H (2.084, 1.503, -5.301)
H (0.688, -1.687, -1.588)
O (3.335, -1.817, -2.931)
H (2.898, -2.241, -3.690)
C (3.710, 0.845, -0.444)
H (4.513, 1.194, 0.214)
H (3.991, -0.105, -0.910)
H (3.497, 1.586, -1.225)
C (2.756, -0.571, 1.819)
H (2.846, -1.540, 1.312)
H (3.736, -0.288, 2.227)
H (2.003, -0.653, 2.618)
C (-2.770, 0.872, -0.004)
H (-3.573, 1.542, -0.341)
H (-3.119, -0.166, 0.079)
H (-2.397, 1.228, 0.965)
C (-1.997, 0.147, -2.696)
H (-2.027, -0.935, -2.495)
H (-2.993, 0.513, -2.984)
H (-1.279, 0.359, -3.500)
O (-3.551, -6.307, 1.045)
N (-3.361, -5.568, 2.038)
O (-3.870, -5.768, 3.159)
C (-2.529, -4.412, 1.849)
C (-2.048, -4.126, 0.559)
C (-1.229, -2.999, 0.397)
C (-1.042, -2.078, 1.493)
O (-0.663, -0.868, 1.310)
C (-1.464, -2.464, 2.797)
C (-2.259, -3.579, 2.946)
N (-1.107, -1.541, 3.862)
O (-1.935, -1.423, 4.783)
O (0.010, -0.974, 3.842)
N (-0.628, -2.684, -0.821)
O (-0.907, -3.162, -1.891)
O (0.701, -2.164, -0.703)
H (-2.229, -4.763, -0.304)
H (-2.630, -3.828, 3.937)

=====

- Number 1 is which compound?
  C17H25BF5N2O19Tl

=====

- calculated total energy of number 5 (C17H25CuN4O9P2)?
  -3881.57744 a.u.

=====

- What is the formula in the second record?
  C17H25BrN2